ORCA calculation (the ωB97M-V functional and the def2-TZVPD basis) on C31H37DyN5S as an isolated structure at a distorted geometry.

Results
spin multiplicity: 6
frontier orbital gap (alpha / beta): 6.57 / 7.79 eV
highest occupied orbital energy (alpha / beta): -10.328 / -10.341 eV
net charge: +1

Each line ends with the Löwdin spin population.
Atoms and positions in Å:
Dy1 -0.062 0.172 -0.238  5.216
C1 4.620 1.438 0.072  0.001
C2 5.282 0.220 0.132  0.000
C3 4.552 -0.938 -0.017  0.001
C4 3.156 -0.891 -0.152  -0.002
N1 2.532 0.307 -0.234  0.003
C5 3.260 1.421 -0.154  0.000
C6 2.329 -2.107 -0.247  -0.018
C7 2.897 -3.367 -0.026  -0.007
C8 2.145 -4.513 -0.180  0.006
C9 0.813 -4.414 -0.543  -0.008
C10 0.236 -3.165 -0.723  -0.017
C11 0.957 -1.966 -0.600  -0.167
H1 5.144 2.371 0.186  0.000
H2 6.349 0.181 0.278  0.000
H3 5.068 -1.882 -0.028  0.000
H4 2.714 2.347 -0.289  0.000
H5 3.922 -3.465 0.294  -0.001
H6 2.598 -5.480 -0.023  0.000
H7 0.219 -5.307 -0.663  -0.001
H8 -0.816 -3.122 -0.996  -0.002
C12 -1.111 1.690 -4.251  0.000
C13 -0.314 2.490 -3.212  0.001
C14 -1.190 3.368 -2.354  0.000
C15 -1.263 4.738 -2.570  0.000
C16 -2.016 5.545 -1.733  0.000
C17 -2.664 4.988 -0.648  0.000
C18 -2.633 3.621 -0.410  0.000
C19 -3.247 3.079 0.850  0.000
C20 -4.764 2.929 0.760  0.000
C21 -1.933 2.798 -1.309  0.000
N2 -1.856 1.416 -1.066  -0.001
C22 -2.963 0.705 -1.003  0.002
C23 -3.025 -0.516 -0.316  0.001
C24 -4.096 -1.431 -0.212  0.000
C25 -3.713 -2.387 0.705  -0.001
C26 -2.427 -2.031 1.130  -0.001
N3 -1.992 -0.913 0.540  -0.010
H9 -0.441 1.118 -4.890  0.000
H10 -1.689 2.370 -4.876  0.000
H11 -1.799 0.995 -3.771  0.000
H12 0.418 3.106 -3.741  0.000
H13 0.255 1.778 -2.558  0.001
H14 -0.736 5.167 -3.410  0.000
H15 -2.078 6.608 -1.907  0.000
H16 -3.212 5.624 0.031  0.000
H17 -3.019 3.774 1.661  0.000
H18 -2.791 2.117 1.108  0.000
H19 -5.226 3.879 0.506  0.000
H20 -5.166 2.593 1.712  0.000
H21 -5.040 2.201 0.003  0.000
H22 -3.877 1.088 -1.464  0.000
H23 -5.013 -1.384 -0.767  0.000
H24 -4.267 -3.243 1.042  0.000
H25 -1.824 -2.549 1.858  0.000
C27 1.958 5.882 -1.925  0.000
C28 2.314 5.457 -0.513  0.000
N4 1.426 4.401 -0.044  0.000
C29 1.314 3.874 1.177  0.001
S1 0.278 2.536 1.415  0.004
N5 1.975 4.270 2.268  0.000
C30 2.800 5.435 2.562  0.000
C31 1.988 6.713 2.761  0.000
H26 2.630 6.680 -2.225  0.000
H27 0.936 6.246 -1.987  0.000
H28 2.086 5.054 -2.615  0.000
H29 2.245 6.324 0.144  0.000
H30 3.350 5.096 -0.506  0.000
H31 0.758 4.048 -0.723  0.000
H32 1.701 3.734 3.082  0.000
H33 3.554 5.574 1.787  0.000
H34 3.328 5.206 3.491  0.000
H35 1.345 6.924 1.909  0.000
H36 2.657 7.557 2.906  0.000
H37 1.353 6.618 3.637  0.000



ORCA calculation (the ωB97M-V functional and the def2-TZVPD basis) on C31H37FeN4O3S as an isolated structure.

Results
spin multiplicity: 2
frontier orbital gap (alpha / beta): 7.74 / 7.17 eV
highest occupied orbital energy (alpha / beta): -13.126 / -13.110 eV
net charge: +2

Each line ends with the Löwdin spin population.
Atoms and positions in Å:
Fe1 -0.094 -0.425 0.356  1.003
C1 -1.592 -2.105 2.220  0.002
C2 -2.622 -2.358 1.136  0.000
C3 -3.027 -1.153 0.329  0.000
C4 -4.368 -0.993 0.006  -0.001
C5 -4.775 0.077 -0.769  0.001
C6 -3.818 0.979 -1.202  -0.001
C7 -2.504 0.774 -0.838  0.000
N1 -2.104 -0.265 -0.086  -0.014
N2 -0.213 -1.922 1.711  -0.011
C8 0.320 -3.158 1.067  -0.001
C9 0.019 -3.151 -0.398  0.000
C10 -0.018 -4.288 -1.188  -0.001
C11 -0.326 -4.148 -2.529  0.002
C12 -0.604 -2.884 -3.036  -0.001
C13 -0.538 -1.801 -2.188  0.001
N3 -0.214 -1.939 -0.897  -0.011
C14 0.675 -1.575 2.843  -0.001
C15 1.926 -0.971 2.286  -0.001
C16 3.123 -0.943 2.975  -0.001
C17 4.195 -0.270 2.411  0.001
C18 4.026 0.357 1.188  -0.001
C19 2.803 0.268 0.548  0.000
N4 1.776 -0.402 1.082  -0.012
H1 -1.592 -2.941 2.927  0.000
H2 -1.849 -1.199 2.768  0.000
H3 -3.517 -2.739 1.628  0.000
H4 -2.301 -3.157 0.463  0.000
H5 -5.085 -1.719 0.364  0.000
H6 -5.818 0.203 -1.028  0.000
H7 -4.074 1.831 -1.816  0.000
H8 -1.725 1.450 -1.153  0.000
H9 -0.080 -4.045 1.562  0.000
H10 1.404 -3.168 1.194  0.000
H11 0.180 -5.259 -0.754  0.000
H12 -0.366 -5.017 -3.172  0.000
H13 -0.869 -2.740 -4.073  0.000
H14 -0.728 -0.794 -2.532  0.000
H15 0.884 -2.458 3.454  0.000
H16 0.169 -0.838 3.465  0.000
H17 3.209 -1.436 3.934  0.000
H18 5.147 -0.231 2.924  0.000
H19 4.832 0.904 0.721  0.000
H20 2.625 0.734 -0.404  0.000
C20 3.049 -1.153 -3.889  0.000
C21 2.259 -0.539 -2.759  0.000
O1 2.221 -1.123 -1.687  0.001
C22 1.536 0.740 -2.985  0.001
C23 1.749 1.389 -4.217  0.000
C24 1.216 2.617 -4.528  0.000
C25 0.432 3.261 -3.577  0.000
C26 0.184 2.654 -2.366  0.000
C27 0.701 1.387 -2.032  0.004
O2 0.349 0.962 -0.816  0.034
H21 3.487 -2.079 -3.528  0.000
H22 3.844 -0.492 -4.234  0.000
H23 2.405 -1.364 -4.745  0.000
H24 2.371 0.903 -4.954  0.000
H25 1.414 3.073 -5.487  0.000
H26 0.014 4.238 -3.782  0.000
H27 -0.425 3.152 -1.620  0.000
C28 -3.056 3.333 2.668  0.000
C29 -1.644 2.868 2.992  -0.001
S1 -0.798 2.321 1.486  0.002
O3 -0.428 0.851 1.814  0.002
C30 0.755 3.225 1.578  0.003
C31 1.598 2.914 2.802  0.000
H28 -3.556 3.641 3.585  0.000
H29 -3.642 2.534 2.212  0.000
H30 -3.050 4.186 1.989  0.000
H31 -1.632 1.996 3.646  0.000
H32 -1.050 3.653 3.457  0.000
H33 0.464 4.277 1.517  0.000
H34 1.260 2.965 0.647  0.000
H35 1.146 3.281 3.722  0.000
H36 2.567 3.400 2.696  0.000
H37 1.765 1.842 2.899  0.000



ORCA calculation (the ωB97M-V functional and the def2-TZVPD basis) on C31H37IN4O2PdSi2 as an isolated structure.

Results
frontier orbital gap: 4.69 eV
highest occupied orbital energy: -0.722 eV
net charge: -2

Each line ends with the Mulliken charge.
Atoms and positions in Å:
Pd1 0.503 0.375 -0.142  0.529
C1 0.684 3.156 -2.127  -0.574
Si1 0.020 3.548 -0.384  0.869
C2 -1.142 5.041 -0.677  -1.470
C3 1.468 4.346 0.581  -1.671
C4 -0.775 2.131 0.482  0.754
C5 -0.955 2.163 1.919  -0.092
C6 -0.602 3.275 2.733  -0.652
C7 -0.735 3.224 4.102  -0.707
C8 -1.261 2.084 4.706  -0.782
C9 -1.653 1.065 3.850  -0.372
N1 -1.519 1.084 2.535  0.059
Si2 -2.213 1.346 -0.402  0.748
C10 -2.059 1.439 -2.289  -0.903
C11 -2.856 -0.373 0.042  -0.912
C12 -3.785 2.407 -0.071  -1.294
H1 1.691 3.577 -2.221  0.549
H2 0.057 3.619 -2.897  0.445
H3 0.756 2.087 -2.334  -0.554
H4 -0.591 5.879 -1.119  0.339
H5 -1.600 5.385 0.256  0.337
H6 -1.951 4.771 -1.364  0.306
H7 2.278 4.595 -0.109  0.489
H8 1.869 3.694 1.358  0.335
H9 1.149 5.282 1.054  0.481
H10 -0.218 4.179 2.278  0.190
H11 -0.432 4.081 4.696  0.385
H12 -1.371 1.986 5.779  0.365
H13 -2.109 0.161 4.254  0.341
H14 -1.220 0.881 -2.705  0.025
H15 -1.988 2.478 -2.629  0.228
H16 -2.986 1.027 -2.706  0.398
H17 -2.114 -1.164 0.006  0.162
H18 -3.674 -0.604 -0.656  0.290
H19 -3.258 -0.330 1.056  0.187
H20 -3.654 3.434 -0.430  0.260
H21 -3.970 2.452 1.008  0.281
H22 -4.678 1.986 -0.546  0.335
N2 1.251 -3.921 -0.588  0.057
C13 0.463 -2.831 -0.834  -0.906
N3 0.006 -2.275 0.249  -0.189
C14 0.523 -3.020 1.291  0.030
C15 0.408 -2.825 2.665  -0.373
C16 1.077 -3.702 3.496  -0.740
C17 1.852 -4.752 2.981  -0.255
C18 1.991 -4.951 1.618  -1.077
C19 1.321 -4.062 0.784  0.854
H23 1.773 -4.396 -1.302  0.262
H24 0.339 -2.470 -1.844  0.515
H25 -0.159 -1.981 3.040  0.484
H26 1.026 -3.564 4.569  0.395
H27 2.370 -5.412 3.668  0.340
H28 2.610 -5.749 1.226  0.366
I1 3.040 0.150 4.088  -0.103
C20 3.091 0.438 1.988  -0.067
C21 3.646 1.615 1.502  -0.463
C22 3.556 1.815 0.129  -0.388
C23 2.979 0.846 -0.677  0.047
C24 2.526 -0.348 -0.076  -1.912
N4 2.586 -0.530 1.273  -0.094
H29 4.072 2.350 2.168  0.359
H30 3.925 2.733 -0.312  0.443
H31 2.907 0.942 -1.751  0.547
H32 2.323 -1.219 -0.686  1.040
O1 1.763 -2.732 -3.701  -0.809
C25 1.491 -1.510 -3.817  0.162
O2 1.288 -0.676 -2.910  -0.329
C26 1.495 -0.958 -5.252  -0.040
C27 1.294 0.400 -5.482  -0.028
C28 1.294 0.904 -6.775  -0.651
C29 1.491 0.052 -7.855  -0.291
C30 1.687 -1.304 -7.633  -0.500
C31 1.691 -1.804 -6.337  -0.425
H33 1.129 1.036 -4.620  0.540
H34 1.133 1.964 -6.938  0.384
H35 1.488 0.442 -8.867  0.346
H36 1.837 -1.976 -8.472  0.361
H37 1.845 -2.855 -6.129  0.407